1.
The following is a quantum chemistry calculation of an isolated ion of composition C9H17ClN3 and charge +1, from OMol25.

The geometry in XYZ format:
```
30
Properties=species:S:1:pos:R:3:forces:R:3:mulliken_charge:R:1
C 1.67103 2.53486 -1.59936 -1.5 -3.6 1.9 -0.456
C 0.81677 2.26937 -0.47188 -0.2 0.8 -1.4 0.522
C 0.36580 0.96591 -0.60116 0.3 0.2 0.0 -1.338
C 1.02464 -0.33055 2.04601 -0.6 -1.8 -2.5 -1.596
C -0.93093 -2.05035 1.49859 1.6 -0.4 4.3 -1.443
C -1.73073 1.03956 1.06025 3.2 -2.5 1.0 -1.868
C 1.25889 -0.84752 -2.35213 3.9 -0.7 3.0 -0.941
C 0.05798 -0.92747 1.02335 -1.8 -0.9 -1.1 0.566
C -0.66990 0.19174 0.19029 0.0 1.1 1.8 1.402
N 1.80769 1.37643 -2.25125 1.3 2.4 -0.9 -1.084
N 1.05718 0.44434 -1.72263 -0.9 1.2 1.6 0.985
N -1.52315 -0.40566 -0.84319 -2.0 -2.4 -2.6 -0.283
Cl 0.33689 3.59135 0.55797 0.0 -0.9 0.0 -0.172
H 2.22183 3.41526 -1.69621 0.8 1.0 -0.8 0.472
H 0.46128 -0.00183 2.83573 -1.0 0.9 2.3 0.450
H 1.69199 -1.12188 2.29246 0.6 -0.4 0.7 0.456
H 1.54171 0.44841 1.55733 0.8 1.0 -0.2 0.363
H -1.65511 -1.85182 2.40528 1.0 0.0 -2.2 0.271
H -0.31580 -2.91711 1.96125 -0.3 1.6 -0.3 0.404
H -1.28382 -2.67493 0.73839 -1.5 -0.3 -1.6 0.446
H -2.63261 0.46471 1.09734 -0.5 -0.5 0.6 0.465
H -1.27801 1.25997 2.05766 -0.7 -0.2 -0.8 0.353
H -1.95117 1.91141 0.59599 -0.6 2.9 -1.4 0.669
H 0.53718 -1.07571 -3.05844 -1.0 -0.6 -1.6 0.353
H 2.36301 -0.78266 -2.65178 -1.9 0.0 -0.8 0.336
H 1.45473 -1.65149 -1.58561 -1.1 0.6 -0.5 0.349
H 0.58191 -1.48450 0.24130 0.6 0.2 0.1 0.093
H -2.47922 -0.73683 -0.48324 1.5 0.9 -0.4 0.396
H -1.10592 -1.35702 -1.17199 -0.6 2.2 0.0 0.434
H -1.69413 0.30402 -1.67033 0.5 -1.9 1.8 0.395
```
Forces are in eV/Å.

Summary:
spin multiplicity: 1
Kohn-Sham gap: 0.337 Eh
SMILES string: CC(C)[C@](C)([NH3+])c1c(Cl)cnn1C
highest occupied orbital energy: -12.71 eV
LUMO level: -0.130 Eh
total charge: +1
energy relative to the best compared isomer or geometry (same formula, charge and spin): 45.7 kcal/mol

***

2.
The following is a quantum chemistry calculation of C5H8CrFMgNO9P as an isolated structure, from OMol25.

The geometry in XYZ format:
```
27
Properties=species:S:1:pos:R:3:forces:R:3:mulliken_spin:R:1
Cr 1.89832 -2.17299 -1.58382 -0.2 1.5 -0.5 3.080
Mg 2.62854 0.77540 -0.13849 0.1 -2.3 -1.2 0.011
O 0.08874 -2.48288 -2.33688 2.2 -0.4 1.1 0.016
H -0.59204 -2.10954 -2.88569 -0.1 0.1 -0.1 0.006
O 1.31529 -0.35004 -1.02135 0.0 1.4 0.7 -0.011
H 0.40021 -0.12345 -1.20040 -0.1 -0.3 -0.3 0.002
P 4.54532 -1.21543 -1.45722 -4.1 -5.5 7.5 0.047
O 4.22939 -0.00348 -0.56231 2.1 6.9 -1.9 0.007
O 3.34172 -1.83637 -0.46492 -4.6 -3.6 2.4 -0.087
O 5.51043 -1.97907 -0.54767 2.7 0.7 -4.1 -0.025
O 3.47421 -1.74425 -2.53903 2.2 1.6 -3.9 -0.048
C -0.43056 2.54925 2.79150 0.4 -0.4 1.2 -0.001
C -0.37115 1.11246 2.33828 -1.5 0.4 1.0 0.002
O -0.86445 1.21253 1.02559 1.9 -1.4 -0.2 0.000
C -1.55074 2.35341 0.87479 -1.0 1.0 -0.6 -0.001
O -2.13336 2.64217 -0.11965 0.2 -0.1 0.5 0.000
O -1.47842 3.08958 2.00668 0.6 0.4 0.0 0.000
F -1.30563 0.35545 3.00743 0.3 0.0 0.2 0.000
H 0.55862 3.01231 2.70456 -0.2 0.4 -0.8 0.000
H -0.59460 2.60462 3.86790 -0.7 0.0 -0.1 0.000
H 0.59348 0.66572 2.57879 0.1 -0.4 -1.1 0.001
C -3.31539 -0.61696 -0.85592 1.0 0.3 0.0 0.002
C -3.08305 -1.91949 -1.43606 -0.6 -0.8 0.1 -0.001
N -2.92065 -2.95254 -1.90785 0.0 0.0 -0.1 0.001
H -3.90615 -0.59655 0.05626 -0.3 -0.3 -0.2 0.000
H -3.72421 0.02257 -1.63549 0.0 0.3 0.3 0.000
H -2.31387 -0.29241 -0.55902 -0.2 0.5 -0.1 -0.001
```
Forces are in eV/Å.

Summary:
spin multiplicity: 4
Kohn-Sham gap (spin up / spin down): 0.177 / 0.191 Eh
highest occupied orbital energy (spin up / spin down): -7.79 / -8.27 eV
LUMO level (spin up / spin down): -0.109 / -0.113 Eh
total charge: 0

***

3.
The following is a quantum chemistry calculation of C43H33F6NO4OsS3 as an isolated structure, from OMol25.

The geometry in XYZ format:
```
91
Properties=species:S:1:pos:R:3:forces:R:3:mulliken_charge:R:1
Os 1.59498 0.30534 1.19153 -0.2 0.0 0.5 2.984
C -0.70326 3.50592 7.32346 0.0 0.0 0.0 -1.487
C -0.67099 2.79755 6.00149 0.0 0.0 0.0 0.954
C -1.36681 3.29018 4.90234 0.0 0.0 0.0 -1.050
C -1.34351 2.62709 3.68556 0.0 0.0 0.0 -0.836
C -0.60762 1.45485 3.56513 -0.1 0.1 -0.1 0.627
C 0.10493 0.94340 4.64688 0.0 0.0 0.0 -0.392
C 0.06071 1.61503 5.85272 0.0 0.0 0.0 -0.867
S -0.60233 0.72604 1.95085 0.3 -0.1 -0.1 0.203
O 2.27603 -0.42254 2.81387 0.0 0.2 -0.2 -0.428
C -1.48023 -0.82980 2.01719 -0.1 0.1 0.1 1.702
C -1.81543 -1.42928 3.24724 0.1 0.0 0.1 -1.154
C -2.56106 -2.57079 3.25161 0.0 0.0 0.0 -1.438
C -3.00984 -3.15608 2.04464 0.0 0.0 0.0 1.033
C -3.78792 -4.34081 2.04572 0.0 0.0 0.0 -1.036
C -4.22539 -4.88280 0.87414 0.0 0.0 0.0 -0.861
C -3.91192 -4.26096 -0.35634 0.0 0.0 0.0 -0.815
C -3.16563 -3.12003 -0.38983 0.0 0.0 0.0 -1.128
C -2.68463 -2.53891 0.81327 0.0 0.0 0.0 0.702
C -1.89254 -1.35033 0.81716 -0.1 -0.1 -0.1 -0.336
C -1.65919 -0.66430 -0.49158 -0.1 0.0 0.0 -1.599
C -2.65846 0.23757 -0.96351 0.0 0.0 0.0 1.390
C -3.78538 0.58171 -0.17203 0.0 0.0 0.0 -1.178
C -4.72972 1.44166 -0.65077 0.0 0.0 0.0 -0.957
C -4.60820 1.99923 -1.94382 0.0 0.0 0.0 -0.730
C -3.54086 1.68177 -2.73060 0.0 0.0 0.0 -1.122
C -2.54112 0.79582 -2.26242 0.1 0.0 0.0 0.916
C -1.42306 0.47235 -3.06845 -0.1 0.0 0.0 -1.098
C -0.44822 -0.35296 -2.59928 0.0 0.0 0.0 -1.299
C -0.58583 -0.92540 -1.31350 0.1 0.0 0.1 2.293
S 0.78898 -1.93452 -0.84660 -0.1 0.1 0.0 0.007
O 1.09895 -1.57008 0.65102 0.2 0.0 -0.2 0.265
C 0.15934 -3.57353 -0.66504 0.0 -0.1 0.0 0.449
C -0.09345 -4.12220 0.58463 0.0 0.0 -0.1 0.092
C -0.60514 -5.40640 0.64476 0.0 0.0 0.0 -0.897
C -0.87108 -6.13660 -0.51386 0.0 0.0 0.0 0.873
C -1.43893 -7.52264 -0.42072 0.0 0.0 0.0 -1.600
C -0.58641 -5.56022 -1.75074 0.0 0.0 0.0 -0.960
C -0.05832 -4.28332 -1.83872 0.0 0.0 0.1 -0.711
H -1.22003 4.46040 7.25248 0.0 0.0 0.0 0.375
H 0.30740 3.68622 7.69039 0.0 0.0 0.0 0.367
H -1.21580 2.89696 8.06986 0.0 0.0 0.0 0.329
H -1.93801 4.20480 4.99591 0.0 0.0 0.0 0.344
H -1.89403 3.01698 2.83896 0.0 0.0 0.0 0.546
H 0.68717 0.04004 4.54841 0.0 0.0 0.0 0.637
H 0.60825 1.22022 6.69981 0.0 0.0 0.0 0.448
H -1.50601 -0.97666 4.17882 0.0 0.0 0.0 0.652
H -2.83125 -3.03395 4.19262 0.0 0.0 0.0 0.447
H -4.03710 -4.79953 2.99466 0.0 0.0 0.0 0.507
H -4.82755 -5.78173 0.88159 0.0 0.0 0.0 0.475
H -4.27597 -4.69241 -1.27966 0.0 0.0 0.0 0.494
H -2.94144 -2.65205 -1.33990 0.0 0.0 0.0 0.410
H -3.89734 0.15293 0.81519 0.0 0.0 0.0 0.512
H -5.58523 1.69698 -0.03982 0.0 0.0 0.0 0.483
H -5.36986 2.67580 -2.30713 0.0 0.0 0.0 0.448
H -3.44117 2.10146 -3.72354 0.0 0.0 0.0 0.493
H -1.34409 0.90540 -4.05747 0.0 0.0 0.0 0.442
H 0.42548 -0.57794 -3.19869 0.0 0.0 0.0 0.555
H 0.08624 -3.55038 1.48444 0.0 0.0 0.0 0.523
H -0.82174 -5.84517 1.61124 0.0 0.0 0.0 0.394
H -2.21467 -7.57315 0.34345 0.0 0.0 0.0 0.355
H -0.66085 -8.23629 -0.14318 0.0 0.0 0.0 0.351
H -1.86349 -7.84528 -1.36935 0.0 0.0 0.0 0.393
H -0.77924 -6.11919 -2.65770 0.0 0.0 0.0 0.404
H 0.16223 -3.84723 -2.80662 0.0 0.0 0.0 0.533
O 3.56239 -0.04179 0.59104 0.2 -0.4 0.0 -0.701
N 3.94254 -1.33041 0.45221 -0.2 0.2 0.1 0.219
C 4.37339 -1.74427 -0.75138 0.0 0.0 0.0 -0.010
C 4.84459 -3.02588 -0.90810 0.0 0.1 -0.2 -0.870
C 4.83768 -3.89031 0.17703 0.0 -0.1 0.1 -0.346
C 4.35208 -3.45512 1.39533 0.0 0.0 0.0 -0.786
C 3.91429 -2.14532 1.52752 -0.1 0.2 -0.2 0.639
S 3.48219 -1.47225 3.07487 -0.1 0.0 0.1 -0.102
H 4.33032 -0.99364 -1.52673 0.0 0.0 0.0 0.509
H 5.21015 -3.33848 -1.87520 0.0 0.0 0.0 0.474
H 5.19756 -4.90412 0.06802 0.0 0.0 0.0 0.447
H 4.30312 -4.10961 2.25446 0.0 0.0 0.0 0.511
C 2.52709 3.06121 -1.73592 -0.1 -0.1 0.0 -1.880
C 1.75250 2.72516 -0.46924 -0.1 0.3 0.1 1.333
O 1.53930 1.33472 -0.41024 0.3 -0.3 0.0 -0.413
C 2.56490 3.15494 0.77830 0.3 -0.1 -0.2 0.273
F 2.18617 2.32294 1.86417 -0.2 -0.1 0.1 -0.272
F 3.85814 2.94170 0.63446 0.0 0.0 0.0 -0.270
F 2.36381 4.38247 1.17513 -0.1 0.1 0.1 -0.249
C 0.39151 3.46135 -0.48057 0.0 0.0 0.0 0.386
F -0.40819 2.90825 -1.39182 0.0 0.0 0.0 -0.151
F 0.53471 4.75066 -0.77089 0.0 0.0 0.0 -0.290
F -0.22229 3.37388 0.71337 0.0 0.0 0.0 -0.126
H 3.44673 2.48287 -1.74991 0.0 0.0 0.0 0.421
H 2.76508 4.12164 -1.79471 0.0 0.0 0.0 0.394
H 1.91593 2.78614 -2.59417 0.0 0.0 0.0 0.434
```
Forces are in eV/Å.

Summary:
spin multiplicity: 1
Kohn-Sham gap: 0.211 Eh
highest occupied orbital energy: -13.11 eV
LUMO level: -0.271 Eh
total charge: +2
energy relative to the best compared isomer or geometry (same formula, charge and spin): 0.0 kcal/mol

***

4.
The following is a quantum chemistry calculation of one molecule with the formula CH3NS, from OMol25.

The geometry in XYZ format:
```
6
Properties=species:S:1:pos:R:3:forces:R:3:mulliken_charge:R:1
C -0.36287 0.27768 -0.88328 -0.6 0.4 -0.4 -0.199
H 1.10680 -1.05540 1.93489 -0.9 1.2 -0.3 0.174
H -0.42555 0.06065 -1.95801 0.2 -0.1 0.4 0.249
H -0.96119 1.11633 -0.52040 0.0 0.1 -0.1 0.212
N 0.33003 -0.43085 -0.10897 0.2 -0.2 0.1 -0.308
S 0.31277 0.03160 1.53575 1.0 -1.4 0.3 -0.128
```
Forces are in eV/Å.

Summary:
spin multiplicity: 1
Kohn-Sham gap: 0.375 Eh
SMILES string: C=NS
highest occupied orbital energy: -9.18 eV
LUMO level: 0.038 Eh
total charge: 0
energy relative to the best compared isomer or geometry (same formula, charge and spin): 27.1 kcal/mol